Record 1
11 unconnected molecules or ions with the total composition C36H64O14 at a distorted geometry, computed with ωB97M-V/def2-TZVPD.

LUMO energy: -2.4 eV
HOMO level: -9.235 eV
SMILES: O=C1C=C(O)C(=O)C=C1O.CC(C)=O.CC(C)=O.CC(C)=O.CC(C)=O.CC(C)=O.CC(C)=O.CC(C)=O.CC(C)=O.CC(C)=O.CC(C)=O
gap between HOMO and LUMO: 6.83 eV
energy above the lowest of the compared OMol25 structures with the same formula, charge and spin: 251.1 kJ/mol
electronic energy: -67018.0128 eV
total charge: 0

Each line ends with the Löwdin charge.
Cartesian coordinates (Å):
C 2.177930 0.038184 -0.407781  0.169
C 1.178930 -0.845816 -1.126781  -0.170
C -0.068070 -1.024816 -0.538781  -0.434
O -0.830070 -1.864816 -0.956781  0.131
C -0.389070 -0.298816 0.627219  0.089
C 0.575930 0.603184 1.359219  -0.114
C 1.904930 0.693184 0.914219  -0.428
O 2.783930 1.283184 1.432219  0.133
O 0.000930 1.570184 2.212219  -0.002
O 1.585930 -1.677816 -2.080781  0.100
H 3.089930 0.385184 -0.564781  0.045
H -1.503070 -0.176816 0.734219  0.117
H -0.981070 1.527184 2.520219  0.111
H 0.798930 -2.176816 -2.407781  0.093
C -0.808070 4.702184 4.567219  -0.032
C 0.673930 4.553184 4.980219  -0.539
O 1.096930 4.248184 6.075219  0.049
C 1.613930 4.865184 3.854219  -0.034
H -1.307070 3.675184 4.209219  0.107
H -0.782070 5.447184 3.684219  0.092
H -1.206070 5.087184 5.577219  0.103
H 1.679930 4.147184 3.158219  0.019
H 2.725930 5.079184 4.408219  0.163
H 1.386930 5.919184 3.560219  0.088
C 3.047930 -1.084816 -5.303781  -0.021
C 4.154930 0.053184 -5.401781  -0.478
O 5.027930 0.080184 -6.237781  0.048
C 3.982930 1.262184 -4.476781  -0.051
H 3.280930 -1.759816 -6.127781  0.071
H 2.029930 -0.620816 -5.149781  0.066
H 3.004930 -1.521816 -4.228781  0.090
H 4.498930 2.202184 -4.987781  0.121
H 4.738930 1.413184 -3.683781  0.058
H 2.913930 1.364184 -4.053781  0.093
C -4.648070 -2.573816 1.280219  -0.005
C -3.591070 -3.611816 1.649219  -0.407
O -3.740070 -4.834816 1.356219  0.020
C -2.385070 -3.057816 2.495219  -0.007
H -4.314070 -1.863816 0.726219  -0.016
H -5.254070 -2.217816 2.142219  0.104
H -5.325070 -3.212816 0.717219  0.092
H -1.907070 -2.288816 1.858219  0.053
H -1.641070 -3.952816 2.497219  0.113
H -2.691070 -2.635816 3.512219  0.075
C 6.509930 2.959184 1.870219  0.023
C 6.502930 3.119184 0.374219  -0.391
O 7.547930 3.472184 -0.292781  0.004
C 5.250930 2.787184 -0.405781  -0.038
H 6.506930 1.933184 2.168219  0.083
H 5.565930 3.443184 2.323219  0.140
H 7.212930 3.170184 2.316219  -0.062
H 4.326930 3.201184 0.111219  0.095
H 5.195930 1.709184 -0.417781  0.070
H 5.265930 3.188184 -1.428781  0.080
C -2.286070 -3.569816 -5.321781  0.003
C -0.858070 -3.322816 -4.854781  -0.403
O -0.563070 -2.907816 -3.755781  0.032
C 0.245930 -3.682816 -5.888781  0.010
H -2.616070 -3.192816 -6.454781  0.169
H -2.933070 -3.215816 -4.685781  -0.007
H -2.646070 -4.531816 -5.334781  0.049
H 0.421930 -2.840816 -6.400781  0.031
H 0.048930 -4.567816 -6.462781  0.074
H 1.126930 -4.034816 -5.247781  0.114
C -3.014070 2.431184 -0.398781  0.044
C -3.960070 1.223184 -0.287781  -0.425
O -3.701070 0.206184 -0.891781  0.063
C -5.012070 1.350184 0.755219  0.018
H -2.745070 2.441184 -1.366781  0.028
H -2.104070 1.921184 0.008219  0.100
H -3.259070 3.212184 0.142219  0.032
H -5.019070 0.626184 1.396219  0.021
H -5.956070 1.433184 0.396219  0.075
H -5.025070 2.219184 1.253219  0.053
C 2.856930 1.169184 5.144219  -0.021
C 4.388930 1.111184 4.949219  -0.449
O 4.998930 2.132184 5.269219  0.037
C 4.991930 0.031184 4.051219  -0.023
H 2.372930 0.715184 4.024219  0.149
H 2.366930 2.042184 5.500219  0.024
H 2.587930 0.468184 6.012219  0.091
H 5.108930 0.079184 2.885219  0.126
H 4.464930 -0.740816 4.345219  0.009
H 6.016930 0.012184 4.282219  0.062
C -1.371070 -0.550816 4.886219  -0.004
C -2.644070 0.162184 4.201219  -0.500
O -2.617070 0.686184 3.184219  0.077
C -3.975070 0.204184 5.056219  0.014
H -0.967070 0.259184 5.611219  0.115
H -0.596070 -0.463816 4.098219  0.060
H -1.854070 -1.551816 5.198219  0.100
H -3.622070 0.204184 6.103219  0.082
H -4.526070 -0.860816 4.883219  0.139
H -4.667070 0.847184 4.965219  -0.020
C -1.546070 2.481184 -4.994781  -0.028
C -1.193070 1.024184 -4.768781  -0.461
O -0.424070 0.464184 -5.554781  0.029
C -1.879070 0.241184 -3.660781  -0.010
H -1.038070 2.923184 -5.963781  0.134
H -1.315070 3.148184 -4.206781  0.058
H -2.551070 2.689184 -5.013781  0.042
H -1.991070 1.003184 -2.841781  0.069
H -1.406070 -0.778816 -3.515781  0.077
H -2.941070 0.006184 -3.945781  0.108
C -3.236070 -3.659816 -1.913781  0.009
C -2.652070 -5.007816 -2.176781  -0.453
O -3.091070 -5.786816 -2.975781  0.068
C -1.332070 -5.342816 -1.423781  0.000
H -2.780070 -2.841816 -2.341781  0.053
H -3.148070 -3.609816 -1.046781  -0.073
H -4.242070 -3.593816 -2.280781  0.113
H -0.948070 -6.377816 -1.726781  0.103
H -1.635070 -5.407816 -0.307781  0.098
H -0.583070 -4.604816 -1.578781  0.038

Atomic forces in eV per Å
C -7.7 -3.5 -0.5
C 8.6 3.1 1.4
C -1.7 -1.0 1.5
O -0.8 -0.9 -0.9
C 1.7 5.0 3.8
C -10.3 -1.7 -0.7
C -0.1 -1.6 -3.4
O 2.2 1.8 2.0
O 0.8 -0.9 0.0
O -0.8 0.5 -0.2
H 4.3 0.3 -2.2
H 1.3 -0.2 0.5
H 2.0 -1.1 -1.3
H 0.2 0.1 -0.1
C 0.0 -0.4 0.5
C 0.4 -0.9 -0.7
O -1.1 0.2 -0.3
C 3.5 4.9 5.0
H 1.2 2.3 1.0
H -0.7 -1.1 1.7
H -0.4 -0.5 -2.0
H 0.1 -2.3 -2.9
H -2.8 -1.1 -1.7
H -0.1 -1.1 -0.7
C 0.6 1.5 2.5
C -1.1 0.3 0.5
O -0.4 -0.7 0.3
C 0.6 2.1 0.0
H -0.8 -0.2 0.3
H 0.8 -0.3 -1.5
H 1.0 0.1 -1.8
H -2.2 -1.6 0.1
H -0.5 -1.4 0.4
H 1.8 0.2 -0.8
C -2.7 -6.0 3.4
C -0.2 -2.2 1.0
O 0.9 4.3 0.9
C 0.4 -2.0 -1.1
H 2.3 4.8 -3.5
H 0.8 -0.1 -0.3
H -0.4 0.4 -0.4
H -0.3 0.0 0.5
H -1.2 1.7 0.7
H 0.4 -0.8 -1.5
C -13.9 -3.1 -6.9
C 4.0 1.4 -2.9
O -3.8 -1.3 2.9
C -1.0 1.2 0.8
H -0.9 -1.3 -0.4
H 1.4 -0.8 -0.6
H 13.1 5.3 7.3
H 1.1 -0.7 -0.5
H -0.3 -0.4 -0.1
H 0.3 -0.2 0.4
C 2.2 1.5 -5.3
C 0.3 -1.3 -1.8
O -0.4 0.1 -0.1
C 0.1 -3.4 4.7
H 1.4 -0.6 2.9
H -3.4 2.9 3.5
H 0.3 -3.0 -0.2
H 1.0 3.0 -2.3
H -0.7 0.0 -0.7
H -0.8 1.1 -0.9
C 1.0 -6.5 0.8
C 1.0 0.7 0.5
O -0.5 0.1 0.1
C 1.2 1.3 -3.6
H 0.7 1.3 -3.6
H -0.3 0.8 0.3
H -1.2 4.1 2.0
H 0.2 -4.6 3.7
H -3.1 -0.5 -2.0
H 1.1 3.4 2.0
C -0.8 -4.6 -1.7
C -0.7 4.5 -1.9
O 0.0 -1.9 0.1
C 1.7 3.8 -2.1
H 1.1 1.4 3.6
H 0.4 1.4 -0.4
H 0.2 0.2 -1.5
H -1.4 0.6 2.1
H -2.0 -4.8 0.9
H 1.4 -0.6 0.9
C -1.9 2.1 -0.8
C -0.9 -2.2 6.7
O 0.8 3.0 -6.1
C 5.3 -8.3 1.3
H -1.0 -1.9 -0.2
H -0.4 -1.2 0.3
H 1.9 1.5 0.1
H -0.4 -0.2 -0.3
H 1.4 2.2 0.5
H -4.5 5.3 -1.5
C 2.8 0.4 -2.2
C 0.5 -1.2 -1.7
O -0.8 0.7 1.2
C -0.6 0.4 -0.3
H -1.0 -1.2 1.9
H 1.1 0.4 1.3
H -2.8 -0.2 -0.6
H 0.3 -1.5 0.0
H -0.3 1.6 0.4
H 0.8 0.4 0.0
C -2.2 -2.6 -12.0
C 2.2 0.1 -0.7
O -0.7 -0.6 -0.5
C -1.8 -2.2 1.3
H 1.8 1.4 -1.1
H 0.7 1.7 14.0
H -0.7 -0.4 0.2
H -0.7 1.5 0.3
H 0.7 0.2 -1.6
H 0.5 0.8 0.0

Record 2
A molecular structure, C36H65BaN2O7P2S2Si, computed with ωB97M-V/def2-TZVPD.

LUMO energy: 2.2 eV
HOMO level: -2.946 eV
gap between HOMO and LUMO: 5.10 eV
energy above the lowest of the compared OMol25 structures with the same formula, charge and spin: 92.4 kJ/mol
electronic energy: -104528.8430 eV
total charge: -1

Each line ends with the Löwdin charge.
Cartesian coordinates (Å):
Ba -0.360508 1.111160 -0.339236  1.544
C 0.618077 -0.485130 7.927635  -0.057
C -0.053190 -0.239982 6.603232  -0.280
C -1.138376 0.626173 6.501741  -0.043
C -1.740887 0.872711 5.278351  -0.048
C -1.250982 0.255322 4.138174  -0.270
C -0.180288 -0.621255 4.217396  -0.049
C 0.409587 -0.863053 5.448910  -0.043
S -2.002859 0.588438 2.567369  0.517
O -3.439267 0.557603 2.757196  -0.312
O -1.468654 -0.444004 1.682284  -0.453
N -1.431027 1.980325 2.149656  -0.222
C -2.226279 2.988829 1.611470  -0.434
C -3.445609 3.430442 2.168518  -0.026
C -4.126619 4.449050 1.549641  -0.079
C -3.612912 5.024088 0.383198  -0.084
C -2.416642 4.540563 -0.094127  -0.150
N -1.730771 3.563263 0.509090  0.014
H -0.052641 -0.263453 8.757698  0.072
H 1.502338 0.147557 8.037751  0.079
H 0.943612 -1.521829 8.018624  0.075
H -1.522380 1.105561 7.395222  0.108
H -2.595375 1.533516 5.202968  0.113
H 0.172239 -1.102131 3.313343  0.111
H 1.244137 -1.553465 5.515000  0.114
H -3.829229 2.946636 3.053556  0.097
H -5.065429 4.799215 1.962219  0.101
H -4.135074 5.810259 -0.143912  0.093
H -1.983994 4.916231 -1.015892  0.100
C -3.454950 0.121449 -1.311246  -0.056
C -3.010252 -1.303183 -1.627841  -0.626
C -3.687222 -2.272575 -0.666280  -0.023
C -3.346758 -1.657833 -3.071742  -0.020
O -1.578696 -1.311724 -1.486361  -0.279
Si -0.466769 -2.534054 -1.222555  -0.198
S 1.341035 -1.608732 -0.971347  0.273
O -1.061761 -3.339504 0.082888  -0.160
C -0.706197 -4.571083 0.690207  -0.650
C 0.786219 -4.854355 0.543280  -0.047
C -1.525953 -5.684053 0.040027  -0.028
C -1.071903 -4.424215 2.163563  -0.023
O -0.584226 -3.659852 -2.436467  -0.154
C 0.090598 -3.764104 -3.691345  -0.654
C -0.745507 -4.727955 -4.526378  -0.035
C 1.485587 -4.338857 -3.459769  -0.043
C 0.177187 -2.408941 -4.385512  -0.044
H -4.521707 0.242441 -1.508501  0.094
H -2.912989 0.842643 -1.931907  0.046
H -3.303797 0.333874 -0.247630  0.059
H -4.770542 -2.152368 -0.748826  0.090
H -3.380120 -2.067575 0.359178  0.086
H -3.429035 -3.304487 -0.902563  0.078
H -4.427464 -1.623076 -3.227866  0.087
H -2.991471 -2.664198 -3.300151  0.074
H -2.870329 -0.952541 -3.754224  0.069
H 1.054138 -4.985823 -0.506593  0.067
H 1.048197 -5.765758 1.087030  0.084
H 1.369408 -4.019154 0.931601  0.067
H -1.326259 -5.707923 -1.031697  0.074
H -2.591631 -5.500860 0.190821  0.081
H -1.274291 -6.655494 0.473701  0.081
H -0.492818 -3.613809 2.609206  0.078
H -0.874696 -5.349802 2.710122  0.081
H -2.129003 -4.172002 2.259176  0.087
H -0.841884 -5.683189 -4.007079  0.081
H -0.280035 -4.900901 -5.499151  0.083
H -1.744801 -4.319179 -4.685093  0.076
H 1.410154 -5.312052 -2.968916  0.080
H 2.063681 -3.668572 -2.822752  0.048
H 2.007237 -4.468713 -4.411277  0.082
H -0.819752 -1.999688 -4.555413  0.074
H 0.679589 -2.510445 -5.350989  0.091
H 0.735669 -1.705495 -3.767536  0.033
C 3.306683 0.013730 -3.308720  -0.320
P 2.462633 1.486512 -2.618404  0.801
C 2.326239 2.494300 -4.148727  -0.283
C 3.928753 2.304340 -1.844823  -0.456
C 3.666556 3.740010 -1.388891  -0.432
P 2.172650 3.959877 -0.303449  0.838
C 1.115098 5.032186 -1.340508  -0.296
C 2.837983 5.246019 0.835182  -0.315
H 4.208025 0.294610 -3.861047  0.037
H 2.619497 -0.501638 -3.980712  0.020
H 3.550072 -0.682516 -2.506899  -0.002
H 3.302151 2.651356 -4.617962  0.041
H 1.855994 3.453973 -3.933970  0.024
H 1.669420 1.976119 -4.848589  0.025
H 4.776480 2.280821 -2.539291  0.074
H 4.201388 1.688652 -0.980479  0.056
H 3.562061 4.399778 -2.254982  0.069
H 4.529565 4.102252 -0.822340  0.068
H 1.693945 5.836165 -1.805063  0.044
H 0.350538 5.468732 -0.696435  0.024
H 0.587294 4.464775 -2.112585  0.004
H 3.280399 6.080524 0.284549  0.037
H 3.593880 4.812937 1.493344  0.026
H 2.025743 5.626661 1.456737  0.034
C 3.418776 0.172113 3.061026  -0.149
C 2.895038 1.416757 3.794376  -0.141
C 1.753474 1.922621 2.893063  -0.197
O 1.588168 0.944572 1.860211  -0.290
C 2.872750 0.363662 1.655722  -0.220
H 2.997450 -0.737311 3.492899  0.102
H 4.505454 0.087283 3.081730  0.107
H 3.674551 2.174537 3.889434  0.102
H 2.537106 1.176873 4.795175  0.093
H 2.008531 2.880822 2.432574  0.080
H 0.798289 2.024856 3.398687  0.096
H 3.500335 1.061633 1.080687  0.108
H 2.731714 -0.550931 1.082994  0.054
C -0.995288 1.406949 -4.559478  -0.167
C -0.909633 2.253610 -3.265240  -0.476
O -0.958598 3.476643 -3.474231  -0.199
H -0.776302 2.003667 -5.455284  0.051
H -2.025026 1.035716 -4.631271  0.043
H -0.346724 0.526784 -4.501842  0.030

Atomic forces in eV per Å
Ba 0.5 -0.2 -0.8
C 0.0 0.0 0.0
C 0.0 0.0 0.0
C 0.0 0.0 0.0
C 0.0 0.0 0.0
C 0.1 0.0 0.0
C 0.0 0.0 0.0
C 0.0 0.0 0.0
S -0.4 -0.3 0.2
O 0.0 0.0 0.1
O -0.1 0.1 0.0
N -0.1 0.4 -0.3
C -0.1 0.0 0.3
C 0.2 -0.1 0.0
C 0.0 0.1 -0.2
C -0.1 0.0 0.1
C 0.1 0.0 0.0
N 0.1 -0.2 -0.1
H 0.0 0.0 0.0
H 0.0 0.0 0.0
H 0.0 0.0 0.0
H 0.0 0.0 0.0
H 0.0 0.0 0.0
H 0.0 0.0 0.0
H 0.0 0.0 0.0
H 0.0 0.0 0.0
H 0.0 0.0 0.0
H 0.0 0.0 0.0
H 0.0 0.0 0.0
C 0.0 0.0 0.0
C 0.0 -0.1 0.0
C 0.0 0.0 0.0
C 0.0 0.0 0.0
O 0.0 0.1 0.2
Si -0.1 0.2 0.2
S 0.0 -0.1 0.0
O 0.0 0.0 0.0
C 0.0 0.0 0.0
C 0.0 0.0 0.0
C 0.0 0.0 0.0
C 0.0 0.0 0.0
O 0.0 0.0 -0.1
C 0.0 0.0 0.0
C 0.0 0.0 0.0
C 0.0 0.0 0.0
C 0.0 0.0 0.0
H 0.0 0.0 0.0
H 0.0 0.0 0.0
H 0.0 0.0 0.0
H 0.0 0.0 0.0
H 0.0 0.0 0.0
H 0.0 0.0 0.0
H 0.0 0.0 0.0
H 0.0 0.0 0.0
H 0.0 0.0 0.0
H 0.0 0.0 0.0
H 0.0 0.0 0.0
H 0.0 0.0 0.0
H 0.0 0.0 0.0
H 0.0 0.0 0.0
H 0.0 0.0 0.0
H 0.0 0.0 0.0
H 0.0 0.0 0.0
H 0.0 0.0 0.0
H 0.0 0.0 0.0
H 0.0 0.0 0.0
H 0.0 0.0 0.0
H 0.0 0.0 0.0
H 0.0 0.0 0.0
H 0.0 0.0 0.0
H 0.0 0.0 0.0
H 0.0 0.0 0.0
H 0.0 0.0 0.0
C 0.0 0.0 0.0
P 0.0 0.1 0.0
C 0.0 0.0 0.0
C 0.0 0.0 0.1
C 0.1 0.1 0.0
P -0.1 -0.2 0.0
C -0.1 0.0 -0.1
C 0.0 0.0 0.0
H 0.0 0.0 0.0
H 0.0 0.0 0.0
H 0.0 0.0 0.0
H 0.0 0.0 0.0
H 0.0 0.0 0.0
H 0.0 0.0 0.0
H 0.0 0.0 0.0
H 0.0 0.0 0.0
H 0.0 0.0 0.0
H 0.0 0.0 0.0
H 0.0 0.0 0.0
H 0.0 0.0 0.0
H 0.0 -0.1 0.0
H 0.0 0.0 0.0
H 0.0 0.0 0.0
H 0.0 0.0 0.0
C 0.0 0.0 0.0
C 0.0 0.0 0.0
C 0.0 0.0 0.0
O 0.1 0.1 0.0
C 0.0 0.0 -0.1
H 0.0 0.0 0.0
H 0.0 0.0 0.0
H 0.0 0.0 0.0
H 0.0 0.0 0.0
H 0.0 0.0 0.0
H 0.0 0.0 0.0
H 0.0 0.0 0.0
H 0.0 0.0 0.0
C 0.0 0.0 0.0
C -0.1 0.0 0.4
O 0.1 0.0 0.1
H 0.0 0.0 0.0
H 0.0 0.0 0.0
H 0.0 0.0 0.0

Question: Which value of electronic energy does entry 1 give?
Answer: -67018.0128 eV

Question: The lowest HOMO level belongs to which entry?
Answer: C36H64O14

Question: Which value of energy above the lowest of the compared OMol25 structures with the same formula, charge and spin does entry 1 give?
Answer: 251.1 kJ/mol

Question: Among the records above, which one has the highest LUMO energy?
Answer: C36H65BaN2O7P2S2Si